{"formula": "C24H72N6O9", "method": "wB97M-V/def2-TZVPD", "symbols": ["C", "O", "C", "C", "C", "N", "H", "H", "H", "H", "H", "H", "H", "H", "H", "H", "H", "C", "O", "C", "C", "C", "N", "H", "H", "H", "H", "H", "H", "H", "H", "H", "H", "H", "C", "O", "C", "C", "C", "N", "H", "H", "H", "H", "H", "H", "H", "H", "H", "H", "H", "C", "O", "C", "C", "C", "N", "H", "H", "H", "H", "H", "H", "H", "H", "H", "H", "H", "C", "O", "C", "C", "C", "N", "H", "H", "H", "H", "H", "H", "H", "H", "H", "H", "H", "C", "O", "C", "C", "C", "N", "H", "H", "H", "H", "H", "H", "H", "H", "H", "H", "H", "O", "H", "H", "O", "H", "H", "O", "H", "H"], "positions_angstrom": [[1.3665, -4.4439, -0.5729], [1.2782, -3.0502, -0.4631], [1.1455, -2.2855, -1.6425], [2.3571, -2.2778, -2.5772], [3.6013, -1.8013, -1.8035], [2.0749, -1.3952, -3.7059], [1.0189, -4.8022, 0.3893], [2.3818, -4.7899, -0.7248], [0.7720, -4.8235, -1.4342], [0.2319, -2.5838, -2.2321], [0.9099, -1.3121, -1.3307], [2.7475, -3.2602, -2.9044], [3.8699, -2.5607, -1.0081], [3.4756, -0.8274, -1.3564], [4.5305, -1.7729, -2.3977], [2.5882, -1.6355, -4.5557], [2.3021, -0.4291, -3.4567], [-5.0397, 4.3168, 3.0122], [-5.5294, 3.5453, 1.9638], [-4.8267, 2.2809, 1.7601], [-3.3281, 2.5195, 1.6334], [-3.1169, 3.5070, 0.5507], [-2.7982, 1.1566, 1.2321], [-5.7375, 5.1028, 3.3040], [-4.0379, 4.7283, 2.7342], [-4.8398, 3.7582, 3.9772], [-5.0740, 1.6879, 2.6148], [-5.2052, 1.8602, 0.8766], [-2.8701, 2.7899, 2.5839], [-3.8378, 3.4049, -0.2169], [-2.1440, 3.3707, 0.0702], [-3.1725, 4.5602, 0.8354], [-1.7862, 1.2254, 1.1605], [-3.0738, 0.9969, 0.2449], [5.7289, 0.9202, 0.3442], [4.8226, 1.6540, -0.4117], [5.1984, 1.6245, -1.7670], [4.1178, 2.3223, -2.5896], [3.8570, 3.8566, -2.2834], [2.8605, 1.5583, -2.4363], [5.7321, -0.1367, 0.0941], [5.4771, 1.1267, 1.3901], [6.7722, 1.2494, 0.2136], [6.1473, 2.1661, -1.9084], [5.2742, 0.6257, -2.1984], [4.4225, 2.2528, -3.6355], [3.6091, 4.1537, -1.2657], [3.0096, 4.1345, -2.9396], [4.7211, 4.4790, -2.6068], [2.5007, 1.4640, -1.4918], [2.1622, 2.1282, -2.8639], [5.7555, -1.9082, 3.2385], [4.6507, -1.1379, 2.8588], [3.4926, -1.7677, 3.3885], [2.3026, -0.8668, 3.0237], [0.9391, -1.4321, 3.4486], [2.3554, -0.7135, 1.5326], [5.7908, -2.9220, 2.7776], [5.8091, -2.0210, 4.3030], [6.6853, -1.4735, 2.9145], [3.3450, -2.7726, 3.0792], [3.6305, -1.6900, 4.4713], [2.4005, 0.1824, 3.4150], [0.8811, -1.5681, 4.5293], [0.7388, -2.4509, 3.0521], [0.1534, -0.7507, 3.1738], [3.1580, -0.1890, 1.2697], [2.2956, -1.5870, 1.0606], [-2.6826, -2.7508, -0.4389], [-3.8341, -3.0450, 0.2721], [-3.4586, -3.4081, 1.5645], [-4.6832, -3.4450, 2.4657], [-5.2839, -2.0638, 2.6467], [-4.2617, -4.1316, 3.7049], [-2.0238, -3.5928, -0.4743], [-2.0655, -1.8772, -0.1133], [-3.0593, -2.6355, -1.4787], [-2.9611, -4.3468, 1.5450], [-2.7266, -2.6958, 1.9075], [-5.3780, -4.1010, 1.8852], [-4.6338, -1.5320, 3.3875], [-6.3365, -2.2080, 2.8994], [-5.2934, -1.5010, 1.7178], [-4.9223, -3.9736, 4.4510], [-3.4146, -3.7800, 4.1452], [-4.9955, -0.3558, -1.9566], [-3.7888, 0.4504, -1.9508], [-3.3036, 0.8580, -3.1903], [-1.9059, 1.3684, -3.0454], [-1.2107, 1.9627, -4.2755], [-1.0438, 0.2049, -2.5098], [-5.1107, -0.6886, -0.9229], [-4.8350, -1.1946, -2.6147], [-5.9408, 0.0972, -2.2827], [-3.2855, 0.0494, -3.8741], [-3.9581, 1.6396, -3.5782], [-1.8520, 2.1903, -2.2896], [-0.2225, 2.2405, -3.9309], [-1.7751, 2.8225, -4.6603], [-1.2528, 1.2469, -5.0770], [-0.3555, -0.0482, -3.2316], [-1.5763, -0.6330, -2.2998], [2.7348, 2.3973, 1.6550], [2.3006, 1.7206, 1.1299], [3.5544, 2.3238, 1.1340], [0.6322, 4.2621, -1.5226], [0.4093, 3.6858, -0.7564], [1.4821, 4.6851, -1.3655], [0.4069, 1.2191, 0.0304], [0.0394, 0.9132, -0.8333], [0.8409, 0.3999, 0.3902]], "atomic_forces_ev_per_a": [[-0.400, 0.007, -0.672], [0.092, 0.746, 0.128], [-0.615, -2.083, -1.335], [1.892, 0.478, 0.336], [0.903, -1.244, 0.985], [-0.332, 0.003, -0.431], [-0.204, -0.481, -0.073], [0.472, -0.019, -0.052], [0.028, 0.104, 0.646], [0.702, -0.205, 0.382], [0.056, 1.593, 0.509], [-1.256, 0.041, -0.247], [-0.506, 0.876, -0.450], [-0.147, 0.320, 0.260], [-0.560, 0.084, -0.302], [-0.171, 0.017, 0.532], [0.065, -0.218, -0.030], [1.513, -0.256, 1.184], [-0.440, -0.684, -0.533], [0.351, 2.552, 2.083], [-0.322, -2.423, -0.577], [1.465, 1.474, -0.435], [-0.122, 0.708, -0.335], [-0.018, 0.021, -0.532], [-0.774, 0.213, 0.324], [-0.345, 0.011, -0.902], [0.020, -0.836, 0.514], [-0.564, -0.535, -1.245], [0.001, -0.006, -0.034], [-0.896, -0.349, -0.886], [0.095, 0.009, 0.158], [0.009, -0.072, 0.259], [0.120, -0.030, 0.141], [-0.009, 0.084, 0.678], [0.878, 0.239, 1.203], [-0.034, -0.173, -0.682], [-0.551, 1.438, -0.969], [-0.801, 0.773, 1.416], [0.708, -0.338, -1.306], [0.281, -0.219, -0.528], [-0.356, -0.348, 0.145], [0.040, -0.578, -0.080], [-0.161, 0.242, -0.192], [-0.003, -0.232, 0.115], [0.170, -0.351, 0.447], [-0.047, 0.002, -0.030], [0.073, -0.552, 0.190], [0.376, 0.040, 0.327], [-0.412, -0.392, 0.207], [0.572, 0.197, 0.337], [-0.792, 0.251, -0.500], [0.697, -0.787, -0.817], [0.191, -0.879, -0.325], [-0.486, 3.073, 1.469], [-0.052, 0.110, -1.508], [0.671, -0.801, 0.252], [-1.763, 0.933, 1.105], [-0.508, 0.362, 0.227], [-0.026, -0.127, 0.827], [0.213, 0.717, -0.206], [0.008, -1.051, -0.535], [-0.232, -0.653, 0.282], [0.222, -1.098, -0.092], [0.168, 0.198, 0.150], [0.148, 0.663, -0.210], [-0.356, 0.164, -0.313], [0.839, -0.019, -0.202], [0.143, -0.811, -0.457], [-0.172, 0.649, -2.169], [-0.208, 0.408, 0.278], [-0.698, 0.574, 0.609], [0.855, -0.779, -0.669], [0.382, -0.151, 0.332], [-0.439, -0.040, 0.274], [0.676, -0.827, 0.144], [-0.812, -0.285, 0.058], [0.612, 0.396, 0.420], [0.360, -1.253, 0.057], [0.374, 0.641, 0.578], [0.180, 0.312, 0.775], [-1.020, -0.129, -0.417], [0.138, 0.469, 0.684], [0.232, 0.033, -0.175], [-0.599, -0.162, -0.059], [0.223, 0.272, -0.761], [0.877, 0.305, 0.269], [-1.089, -0.496, 0.980], [-0.521, 1.351, -0.112], [1.660, -0.441, 1.514], [-1.571, -0.170, 0.460], [0.326, 1.230, -0.803], [0.002, -0.107, -0.207], [0.085, -0.608, -0.159], [0.440, 0.691, -0.002], [-0.117, -1.114, -0.980], [-0.098, 0.205, -0.329], [-0.380, -0.739, -0.192], [0.274, 0.113, -0.481], [0.333, 0.097, 0.364], [0.610, -0.478, -0.438], [-0.358, -0.009, 0.384], [-0.238, 0.265, 0.017], [0.951, -0.374, -0.745], [-1.305, -0.148, 0.221], [0.274, 0.795, 0.470], [-0.561, -0.545, 0.268], [0.633, 0.593, -0.584], [-0.141, -0.254, 0.366], [0.328, -1.065, -0.413], [-0.104, 0.138, 0.332], [-0.316, 0.747, 0.048]], "mulliken_charge": [-0.98, -0.05, 0.39, 0.41, -0.75, -0.61, 0.20, 0.31, 0.35, 0.35, -0.99, 0.32, 0.27, -0.25, 0.49, 0.29, 0.24, -0.58, -0.44, -0.73, 0.37, -1.08, -0.34, 0.28, 0.21, 0.25, 0.39, 0.35, 0.34, 0.34, 0.03, 0.47, 0.14, -0.06, -0.85, -0.24, -0.91, 0.35, -1.46, 0.05, 0.27, 0.24, 0.40, 0.49, 0.27, 0.47, 0.18, 0.48, 0.41, -0.13, 0.05, -0.94, -0.15, -0.94, 0.37, -1.67, 0.41, 0.35, 0.36, 0.25, 0.38, 0.53, 0.40, 0.50, 0.25, 0.33, -0.12, -0.18, -0.82, -0.36, -0.82, 0.44, -0.91, -0.74, 0.51, 0.24, 0.30, 0.47, 0.31, 0.23, 0.26, 0.38, -0.01, 0.26, 0.23, -0.69, 0.12, -1.25, 1.37, -1.78, -0.11, -0.07, 0.42, 0.28, 0.41, 0.42, -0.43, 0.25, 0.44, 0.48, 0.15, 0.01, -0.71, 0.05, 0.54, -0.62, 0.32, 0.26, -0.12, 0.13, 0.03], "homo_lumo_gap_ev": 9.54, "smiles": "COC[C@H](C)N.COC[C@H](C)N.COC[C@H](C)N.COC[C@H](C)N.COC[C@H](C)N.COC[C@H](C)N.O.O.O", "e_above_lowest_kcal_mol": 23.6, "homo_energy_ev": -8.926}

{"formula": "C24H72O12S12", "method": "wB97M-V/def2-TZVPD", "symbols": ["C", "S", "O", "C", "H", "H", "H", "H", "H", "H", "C", "S", "O", "C", "H", "H", "H", "H", "H", "H", "C", "S", "O", "C", "H", "H", "H", "H", "H", "H", "C", "S", "O", "C", "H", "H", "H", "H", "H", "H", "C", "S", "O", "C", "H", "H", "H", "H", "H", "H", "C", "S", "O", "C", "H", "H", "H", "H", "H", "H", "C", "S", "O", "C", "H", "H", "H", "H", "H", "H", "C", "S", "O", "C", "H", "H", "H", "H", "H", "H", "C", "S", "O", "C", "H", "H", "H", "H", "H", "H", "C", "S", "O", "C", "H", "H", "H", "H", "H", "H", "C", "S", "O", "C", "H", "H", "H", "H", "H", "H", "C", "S", "O", "C", "H", "H", "H", "H", "H", "H"], "positions_angstrom": [[4.9974, 4.9141, -3.2783], [3.3881, 4.1296, -3.7526], [3.8143, 2.6322, -3.7118], [2.2969, 4.6062, -2.3698], [5.5337, 4.1914, -2.6634], [4.8313, 5.8345, -2.7184], [5.5411, 5.1438, -4.1946], [2.2098, 5.6876, -2.2646], [2.7869, 4.2485, -1.4642], [1.2891, 4.1927, -2.4058], [-3.8869, -0.8412, 2.6338], [-3.2117, 0.1022, 4.0700], [-3.6460, -0.7888, 5.2572], [-1.4749, -0.1525, 3.6579], [-3.6168, -0.4932, 1.6368], [-4.9697, -0.7504, 2.7199], [-3.6559, -1.8913, 2.4546], [-1.3469, -1.2341, 3.7015], [-0.7968, 0.4951, 4.2137], [-1.3301, 0.1474, 2.6200], [-0.8010, 3.2379, 3.1039], [0.5516, 4.0310, 2.1827], [0.1890, 5.4361, 1.8152], [1.7867, 4.4154, 3.4645], [-0.3882, 2.3141, 3.5092], [-1.5379, 3.0249, 2.3295], [-1.2714, 3.8893, 3.8405], [1.2222, 4.9028, 4.2594], [2.4198, 5.2199, 3.0903], [2.4205, 3.5481, 3.6494], [-3.1890, 7.2722, -1.1687], [-1.6563, 6.4920, -1.9382], [-1.9325, 6.2530, -3.3997], [-1.6661, 4.9549, -0.9453], [-3.5586, 8.1620, -1.6783], [-2.8980, 7.6647, -0.1943], [-4.0939, 6.6731, -1.0667], [-2.4964, 4.2605, -1.0738], [-1.8634, 5.2749, 0.0779], [-0.7928, 4.3034, -0.9127], [-0.9287, 1.3903, -1.2295], [0.2846, 0.0862, -0.7734], [0.9185, 0.5975, 0.5004], [-0.9585, -1.1722, -0.1849], [-1.6426, 0.8663, -1.8651], [-0.6036, 2.3234, -1.6894], [-1.3156, 1.6756, -0.2512], [-0.3983, -2.0866, 0.0106], [-1.7033, -1.4295, -0.9380], [-1.4898, -0.8034, 0.6925], [4.8803, -3.1240, -1.1702], [3.5097, -4.2159, -0.6841], [4.1864, -5.1147, 0.3227], [2.6098, -2.9518, 0.3011], [5.5736, -3.8907, -1.5159], [5.2944, -2.5245, -0.3595], [4.6860, -2.5641, -2.0850], [1.6573, -3.3098, 0.6917], [2.3201, -2.1014, -0.3161], [3.1483, -2.8635, 1.2447], [1.6462, -1.7526, -3.4475], [0.7893, -3.4854, -3.7387], [0.3888, -3.8731, -2.3262], [-0.7586, -3.0161, -4.6229], [1.0328, -0.8532, -3.5017], [2.6840, -1.5586, -3.7187], [2.1812, -1.9425, -2.5169], [-1.1657, -2.1612, -4.0829], [-1.4949, -3.8196, -4.6056], [-0.5404, -2.5899, -5.6021], [1.1982, -2.4484, 5.2905], [1.7874, -2.2978, 3.5360], [0.5361, -2.3699, 2.6081], [2.4756, -0.5707, 3.4897], [0.4948, -1.6446, 5.5077], [2.0656, -2.5125, 5.9475], [0.5939, -3.2951, 5.6158], [2.6875, -0.1081, 4.4537], [1.7134, 0.0458, 3.0131], [3.3570, -0.2799, 2.9181], [6.6719, 1.4174, -1.9316], [6.0992, 0.6675, -0.3346], [6.4785, 1.7848, 0.6159], [4.2061, 0.6361, -0.4624], [7.2629, 0.6978, -2.4983], [7.1575, 2.3378, -1.6071], [5.7434, 1.5156, -2.4939], [3.7865, 0.5100, 0.5356], [3.6955, -0.0660, -1.1215], [3.8665, 1.6203, -0.7852], [-0.5909, -5.3711, 1.2873], [0.0192, -6.8498, 2.2082], [0.0117, -8.0571, 1.2684], [1.7320, -6.1709, 2.0475], [-0.0351, -4.5148, 1.6691], [-1.6809, -5.3685, 1.2779], [-0.3431, -5.3748, 0.2258], [1.8962, -5.2738, 2.6444], [2.0197, -5.9440, 1.0209], [2.4862, -6.8455, 2.4524], [-4.2881, -4.2094, 0.2689], [-5.1637, -2.7684, -0.6747], [-4.1585, -1.6269, -0.5014], [-5.0130, -3.3683, -2.4739], [-4.2537, -3.8711, 1.3045], [-3.2618, -4.4194, -0.0321], [-4.8135, -5.1627, 0.2115], [-4.8243, -2.5396, -3.1564], [-5.8465, -3.9437, -2.8767], [-4.2056, -4.0918, -2.5869], [-4.7457, 0.7249, -2.2658], [-4.7115, 1.8895, -0.9035], [-4.4203, 3.2668, -1.5137], [-6.4894, 1.8646, -0.4029], [-5.4330, 1.0538, -3.0452], [-5.3090, -0.1722, -2.0088], [-3.7218, 0.4629, -2.5322], [-6.7991, 0.9331, 0.0710], [-7.1797, 2.1897, -1.1813], [-6.7436, 2.6789, 0.2756]], "atomic_forces_ev_per_a": [[-0.989, 0.323, 0.236], [1.202, -1.340, -0.695], [-1.014, 1.702, 0.728], [0.851, -0.377, 0.891], [-0.134, -0.008, -0.089], [0.006, 0.030, -0.051], [-0.117, -0.187, 0.055], [0.153, 0.063, -0.461], [-0.094, -0.090, 0.217], [0.226, -0.187, -0.554], [-0.235, 0.413, -0.816], [-1.501, -2.161, 0.767], [1.308, 1.638, -1.704], [-0.357, -0.289, -0.457], [0.048, 0.995, 0.127], [0.040, 0.019, 0.125], [0.404, -0.246, 1.293], [0.627, 0.172, 0.298], [-0.185, -0.572, 0.578], [-0.177, -0.010, -0.137], [0.401, 0.490, -0.291], [0.814, 1.058, -0.169], [-0.733, -0.375, -0.287], [-0.367, -0.168, -0.211], [-0.178, 0.147, 0.066], [0.002, -0.190, 0.017], [0.301, -0.004, 0.140], [0.220, -0.612, 0.515], [-0.143, -0.199, -0.582], [-0.269, 0.019, 0.708], [0.077, 0.090, 0.286], [-0.995, 0.272, -0.556], [0.226, -0.240, 1.246], [-1.189, -0.457, 0.845], [0.725, -0.070, -0.740], [0.197, -0.361, 0.187], [0.429, -0.703, -0.052], [-0.429, 0.321, -0.945], [0.518, 0.402, 0.149], [0.561, 0.813, -0.415], [-0.007, -0.691, 0.468], [-0.980, 0.290, 0.954], [0.409, -0.137, -0.394], [0.373, 0.282, -0.747], [-0.263, 0.354, 0.123], [0.649, -0.515, -0.248], [-0.510, -0.164, -0.059], [0.105, 0.188, 0.275], [0.073, 0.261, -0.228], [0.344, 0.101, -0.008], [0.021, -0.656, -0.905], [0.476, 0.318, 1.439], [-0.734, 0.607, -0.754], [-0.644, -1.076, 0.064], [0.458, 0.138, 0.331], [-0.131, -0.174, 0.101], [-0.387, 0.379, 0.120], [-0.134, -0.564, -0.507], [0.570, 0.343, 0.267], [0.657, 0.778, -0.367], [0.513, -1.123, 0.335], [0.459, 0.696, 1.250], [0.106, 0.509, -1.427], [0.479, 1.411, 0.722], [0.041, -0.366, 0.234], [-0.147, -0.073, -2.776], [-1.848, -0.193, 1.586], [-0.203, -0.099, 0.338], [0.486, -0.160, -0.136], [0.162, -0.612, -0.224], [-0.228, 0.790, 0.075], [-1.347, -0.988, -0.927], [2.167, 0.573, 1.707], [-1.006, 1.180, 0.398], [0.535, 0.541, 0.102], [0.135, 0.619, -0.121], [0.171, -0.710, -1.287], [-0.325, -0.513, 0.419], [-0.474, -0.162, 0.049], [0.294, -1.389, -0.358], [-0.600, -1.261, -0.014], [-1.127, 1.794, -0.518], [-0.598, -1.317, -0.157], [-0.227, 0.647, 0.657], [0.428, 0.186, 0.362], [0.008, -0.187, -0.317], [-0.229, 0.664, -0.051], [0.391, -0.258, 0.189], [0.957, -0.488, -0.174], [0.576, 0.288, -0.187], [-0.119, -0.491, -0.485], [1.426, -0.383, -2.572], [-0.337, 1.604, 1.403], [0.533, -0.199, 0.736], [-0.850, 0.230, 0.528], [0.062, 0.434, 0.675], [0.458, -0.723, -0.115], [-0.507, 0.257, 0.057], [-0.456, -0.300, -0.015], [-0.321, -0.489, -0.152], [-0.576, 0.436, -0.522], [2.183, -0.720, -0.071], [-1.080, -1.208, -0.380], [0.485, -0.625, 0.335], [-0.254, 0.104, -0.081], [-0.041, 0.608, -0.548], [-0.422, 0.233, -0.084], [-0.051, 0.279, 0.453], [-0.618, 0.367, 0.612], [0.450, 0.301, 0.376], [-1.518, -0.515, -0.085], [-0.350, 1.606, -0.107], [-0.476, -1.789, 0.746], [-0.375, 0.677, -0.237], [0.788, 0.903, -0.481], [0.601, -0.155, 0.793], [-0.319, 0.209, -0.263], [0.259, -0.113, -0.250], [0.298, -0.711, -0.814], [1.005, -0.011, 0.610]], "mulliken_charge": [-0.55, 0.43, -0.60, -0.72, -0.07, 0.36, 0.34, 0.44, 0.25, 0.15, -0.64, 0.40, -0.66, -0.26, 0.08, 0.42, 0.21, 0.05, 0.52, -0.20, -0.65, 0.71, -0.68, -1.13, -0.03, 0.15, 0.55, 0.33, 0.38, 0.31, -0.99, 0.51, -0.63, 0.06, 0.38, 0.35, 0.26, 0.08, 0.29, -0.23, -0.53, 0.47, -0.37, 0.50, 0.01, 0.36, 0.02, -0.32, 0.27, -0.40, -0.84, 0.53, -0.65, 0.92, 0.50, 0.11, 0.26, -0.95, -0.44, 0.57, -0.44, 0.29, -0.43, -0.70, 0.40, 0.49, -0.36, 0.04, 0.33, 0.41, -1.13, 0.47, -0.47, -0.68, 0.29, 0.43, 0.37, 0.47, -0.04, 0.30, -0.59, 0.72, -0.36, -0.07, 0.41, 0.35, 0.08, -0.01, 0.19, 0.20, -0.17, 0.41, -0.63, -0.44, -0.24, 0.24, 0.30, 0.11, 0.00, 0.46, -0.86, 0.36, -0.38, -0.97, 0.33, 0.10, 0.54, 0.30, 0.44, 0.26, -0.66, 0.77, -0.79, -1.19, 0.55, -0.01, 0.11, 0.32, 0.38, 0.38], "charge": 1, "homo_lumo_gap_ev": [6.46, 2.02], "spin_multiplicity": 2, "s_squared": 0.758, "e_above_lowest_kcal_mol": 50.2, "homo_energy_ev": [-10.057, -10.057]}